A) Below is a cluster of 11 separate species, H22O11 in total, with properties calculated with ωB97M-V/def2-TZVPD.

SMILES string: O.O.O.O.O.O.O.O.O.O.O
E_HOMO (eV): -9.62
LUMO level (eV): 0.1

XYZ file:
```
33
Properties=species:S:1:pos:R:3:mulliken_charge:R:1
H 0.125 -0.901 0.349 0.258
H -0.249 0.494 -0.124 0.245
H 3.121 -3.257 1.348 0.284
H 4.104 -2.721 0.321 0.296
H 1.164 0.659 -3.227 0.258
H 1.786 1.672 -2.280 0.308
H 3.069 -0.829 -2.492 0.364
H 2.640 -2.236 -2.876 0.277
H -2.640 -0.575 -2.103 0.223
H -2.475 -1.794 -1.211 0.251
H -4.759 -2.817 -0.924 0.289
H -4.587 -2.723 0.583 0.311
H -0.083 2.714 3.550 0.294
H -0.032 2.631 2.033 0.282
H -3.937 0.849 0.294 0.313
H -4.280 -0.631 0.339 0.356
H 3.579 2.483 -0.756 0.299
H 2.697 1.302 -0.388 0.323
H -1.242 3.826 -0.217 0.315
H -1.129 4.407 -1.617 0.296
H 0.623 -0.539 3.828 0.305
H 1.176 -1.922 4.128 0.307
O -0.629 -0.372 0.062 -0.548
O 3.256 -2.526 0.734 -0.571
O 1.769 0.730 -2.480 -0.605
O 3.357 -1.748 -2.454 -0.610
O -2.210 -0.871 -1.292 -0.453
O -4.209 -2.409 -0.245 -0.610
O 0.345 2.239 2.829 -0.572
O -4.683 0.240 0.250 -0.634
O 3.041 2.131 -0.038 -0.627
O -1.322 3.588 -1.148 -0.604
O 1.451 -1.013 3.962 -0.621
```

***

B) Below is a cluster of 11 separate species, H22O11 in total, with properties calculated with ωB97M-V/def2-TZVPD.

SMILES string: O.O.O.O.O.O.O.O.O.O.O
E_HOMO (eV): -10.81
LUMO level (eV): -0.4

XYZ file:
```
33
Properties=species:S:1:pos:R:3:mulliken_charge:R:1
O 0.619 1.357 4.841 -0.630
H 0.680 2.255 5.071 0.299
H 0.036 1.168 4.046 0.334
O 0.591 -1.982 -4.026 -0.572
H 0.269 -1.953 -3.099 0.413
H 0.327 -1.769 -4.762 0.209
O -1.776 0.692 1.191 -0.531
H -1.388 1.089 0.489 0.156
H -2.655 0.891 1.576 0.292
O -0.543 2.008 -1.950 -0.602
H -1.504 1.506 -1.846 0.392
H -0.559 2.086 -0.888 0.277
O 3.630 -1.744 1.336 -0.586
H 3.778 -2.550 0.998 0.289
H 4.492 -1.310 1.334 0.309
O -1.407 5.044 -1.723 -0.647
H -1.237 4.125 -2.124 0.385
H -0.846 4.920 -0.947 0.301
O -1.315 0.053 -3.499 -0.585
H -0.415 0.404 -3.946 0.364
H -1.791 0.635 -3.010 0.211
O 0.319 -1.832 3.097 -0.541
H 0.477 -2.204 3.937 0.266
H 1.067 -1.673 2.622 0.291
O -1.998 -2.520 1.238 -0.597
H -1.644 -1.625 1.592 0.322
H -2.325 -3.071 1.778 0.241
O 1.341 -3.663 -2.419 -0.640
H 0.420 -3.784 -2.644 0.320
H 1.669 -3.857 -3.199 0.282
O 0.378 2.808 1.693 -0.606
H 1.304 2.585 1.820 0.359
H 0.006 1.910 1.426 0.224
```

***

Out of the structures above, which one is the most stable? Solution: A).